(1)
{
  "formula": "C22H52BF9N4NbO10P2S2",
  "method": "wB97M-V/def2-TZVPD",
  "elements": ["C", "C", "O", "C", "O", "Nb", "C", "C", "O", "C", "C", "C", "F", "F", "C", "F", "F", "S", "F", "F", "F", "F", "F", "C", "B", "O", "O", "P", "O", "P", "S", "H", "H", "H", "H", "H", "H", "H", "H", "H", "H", "H", "H", "H", "H", "H", "H", "H", "H", "H", "H", "H", "H", "H", "H", "C", "C", "O", "N", "C", "H", "H", "H", "H", "H", "H", "H", "C", "C", "O", "N", "C", "H", "H", "H", "H", "H", "H", "H", "C", "C", "O", "N", "C", "H", "H", "H", "H", "H", "H", "H", "C", "C", "O", "N", "C", "H", "H", "H", "H", "H", "H", "H"],
  "xyz": [[2.143, -2.049, -1.878], [0.835, -1.338, -2.255], [0.130, -2.185, -3.183], [1.040, 0.059, -2.886], [0.355, 1.074, -2.191], [1.110, 2.343, -0.814], [1.787, 3.830, 0.729], [2.237, 3.366, 2.128], [1.400, 3.883, 3.179], [-0.921, 3.386, -0.839], [-2.122, 2.444, -0.972], [-2.816, 2.492, -2.309], [-3.170, 3.795, -2.530], [-2.047, 2.190, -3.321], [-4.171, 1.753, -2.392], [-4.728, 1.922, -3.552], [-4.974, 2.328, -1.522], [-4.178, -0.088, -1.994], [-4.439, -0.454, -3.512], [-2.658, -0.249, -2.253], [-3.980, 0.178, -0.472], [-5.754, -0.014, -1.800], [-4.262, -1.621, -1.663], [1.744, 3.942, -2.340], [1.688, 3.473, -3.811], [0.546, 3.097, -4.452], [2.899, 3.390, -4.552], [0.323, 0.639, 1.035], [1.082, -0.656, 0.950], [3.567, 1.539, -0.917], [4.167, 0.690, 0.769], [2.332, -2.843, -2.592], [3.001, -1.387, -1.861], [2.018, -2.485, -0.895], [0.150, -1.231, -1.428], [0.663, -2.266, -3.984], [2.072, 0.250, -3.186], [0.520, -0.037, -3.847], [1.004, 4.573, 0.868], [2.610, 4.387, 0.286], [3.215, 3.784, 2.334], [2.330, 2.295, 2.280], [0.487, 3.912, 2.866], [-1.027, 3.927, 0.093], [-0.930, 4.120, -1.634], [-2.876, 2.741, -0.249], [-1.909, 1.401, -0.760], [2.748, 4.229, -2.044], [1.139, 4.840, -2.214], [0.649, 3.156, -5.411], [2.997, 4.185, -5.093], [0.369, 1.199, 2.354], [-1.051, 0.262, 0.898], [3.982, 0.729, -1.999], [4.361, 2.711, -1.065], [2.381, -1.831, 6.233], [2.052, -1.050, 4.979], [2.860, -0.313, 4.439], [0.806, -1.189, 4.460], [-0.295, -1.992, 4.946], [3.405, -1.614, 6.523], [1.718, -1.540, 7.050], [2.290, -2.903, 6.052], [0.675, -0.644, 3.622], [-0.585, -2.711, 4.177], [-1.150, -1.346, 5.159], [-0.026, -2.530, 5.849], [-10.759, -1.448, -4.802], [-10.004, -2.288, -3.798], [-10.430, -3.363, -3.404], [-8.820, -1.801, -3.344], [-8.165, -0.553, -3.700], [-11.677, -1.962, -5.069], [-11.014, -0.478, -4.373], [-10.164, -1.304, -5.704], [-8.364, -2.406, -2.679], [-7.185, -0.772, -4.124], [-8.031, 0.047, -2.801], [-8.746, 0.011, -4.421], [2.642, -6.817, 1.069], [2.373, -6.004, -0.176], [3.249, -5.380, -0.745], [1.096, -5.984, -0.650], [-0.072, -6.654, -0.113], [3.694, -6.732, 1.322], [2.051, -6.441, 1.905], [2.407, -7.869, 0.897], [0.984, -5.419, -1.479], [-0.483, -7.329, -0.867], [-0.830, -5.911, 0.141], [0.174, -7.226, 0.775], [7.261, 3.503, 5.275], [6.731, 2.899, 3.991], [7.029, 3.360, 2.899], [5.913, 1.825, 4.106], [5.475, 1.171, 5.329], [7.897, 4.348, 5.028], [6.438, 3.855, 5.899], [7.851, 2.770, 5.827], [5.583, 1.462, 3.221], [5.790, 0.127, 5.311], [4.389, 1.206, 5.379], [5.893, 1.657, 6.206]],
  "lowdin_charge": [-0.029, -0.380, -0.075, -0.267, -0.401, 1.569, -0.344, -0.386, -0.116, -0.269, -0.200, -0.520, 0.102, 0.166, -0.500, 0.169, 0.139, 0.732, -0.139, -0.097, -0.108, -0.153, -0.113, -0.212, -0.799, 0.141, 0.076, 0.509, -0.601, 0.156, 0.071, 0.072, 0.046, 0.069, 0.112, 0.080, 0.091, 0.117, 0.037, 0.029, 0.098, 0.012, 0.057, 0.034, 0.042, 0.121, 0.044, 0.007, 0.039, 0.105, 0.088, -0.060, -0.060, -0.100, -0.086, -0.011, -0.536, 0.028, 0.021, -0.079, 0.075, 0.080, 0.080, 0.089, 0.082, 0.080, 0.067, -0.017, -0.559, 0.022, 0.013, -0.071, 0.078, 0.082, 0.082, 0.141, 0.080, 0.077, 0.073, -0.015, -0.554, 0.038, 0.009, -0.083, 0.080, 0.082, 0.079, 0.138, 0.079, 0.083, 0.067, -0.024, -0.561, 0.017, 0.030, -0.081, 0.074, 0.079, 0.076, 0.089, 0.082, 0.062, 0.065],
  "lumo_energy_ev": 1.0891,
  "energy_ev": -117025.77918,
  "homo_energy_ha": -0.1749,
  "total_charge": -1,
  "orbital_gap_ev": 5.8
}



(2)
{
  "formula": "C15H34Cl18NO5P3",
  "method": "wB97M-V/def2-TZVPD",
  "elements": ["C", "C", "C", "C", "C", "O", "C", "O", "P", "N", "P", "P", "O", "O", "O", "H", "H", "H", "H", "H", "H", "H", "H", "H", "H", "H", "H", "H", "H", "H", "H", "C", "Cl", "Cl", "H", "H", "C", "Cl", "Cl", "H", "H", "C", "Cl", "Cl", "H", "H", "C", "Cl", "Cl", "H", "H", "C", "Cl", "Cl", "H", "H", "C", "Cl", "Cl", "H", "H", "C", "Cl", "Cl", "H", "H", "C", "Cl", "Cl", "H", "H", "C", "Cl", "Cl", "H", "H"],
  "xyz": [[1.916, -4.466, -0.484], [2.980, -3.875, 0.470], [2.679, -2.412, 0.780], [3.724, -1.791, 1.712], [3.499, -0.327, 2.158], [3.630, -0.198, 3.584], [2.526, -0.238, 4.401], [2.325, 0.617, 5.180], [1.333, -1.703, 4.407], [0.281, -1.602, 5.552], [1.926, 0.430, 1.482], [2.051, 2.529, 2.052], [1.300, 2.783, 3.280], [1.481, 3.334, 0.816], [3.549, 3.061, 2.068], [2.322, -4.764, -1.444], [1.167, -3.694, -0.680], [1.375, -5.281, -0.009], [3.972, -3.952, 0.024], [2.954, -4.436, 1.406], [1.683, -2.353, 1.224], [2.690, -1.859, -0.163], [3.885, -2.414, 2.594], [4.669, -1.819, 1.164], [4.328, 0.256, 1.765], [2.136, -2.854, 4.482], [0.751, -1.668, 3.132], [-0.642, -1.556, 5.133], [2.178, 0.465, 0.099], [0.648, 2.959, 0.495], [4.060, 2.595, 2.743], [-2.691, -1.338, -2.811], [-1.256, -0.503, -2.206], [-2.510, -3.098, -2.796], [-3.532, -1.080, -2.179], [-2.867, -1.014, -3.830], [0.117, -1.217, -6.280], [0.589, -1.857, -4.709], [-1.461, -0.416, -6.234], [0.863, -0.507, -6.615], [0.038, -2.048, -6.970], [-0.649, 3.272, -5.994], [-0.436, 2.328, -4.521], [0.875, 3.495, -6.863], [-1.341, 2.744, -6.641], [-1.041, 4.247, -5.727], [-1.706, 6.143, 2.518], [-3.236, 5.397, 2.993], [-1.877, 7.122, 1.052], [-1.370, 6.785, 3.323], [-0.984, 5.358, 2.329], [-1.490, -1.088, 8.734], [-1.080, -2.519, 9.692], [-3.175, -1.134, 8.191], [-1.351, -0.209, 9.351], [-0.842, -1.050, 7.864], [-6.270, 0.098, -4.262], [-6.365, -1.083, -2.951], [-4.660, 0.164, -4.994], [-6.981, -0.184, -5.029], [-6.502, 1.078, -3.862], [-3.126, 2.815, -0.507], [-1.515, 2.467, 0.143], [-3.764, 1.441, -1.400], [-3.780, 3.031, 0.329], [-3.057, 3.667, -1.172], [0.573, -8.230, -0.834], [1.095, -9.040, 0.647], [1.939, -7.643, -1.789], [0.011, -8.934, -1.435], [-0.044, -7.382, -0.563], [0.392, 6.849, -2.574], [0.717, 5.861, -4.002], [-1.176, 7.659, -2.657], [0.381, 6.192, -1.712], [1.169, 7.596, -2.474]],
  "lowdin_charge": [-0.112, -0.242, -0.285, -0.194, -0.527, -0.089, -0.625, 0.129, 0.774, -0.291, 0.905, 0.210, -0.302, -0.185, -0.136, 0.045, 0.067, 0.047, 0.109, 0.107, 0.072, 0.103, 0.110, 0.118, 0.106, 0.007, -0.016, -0.025, -0.046, -0.055, 0.082, -1.100, 0.446, 0.506, -0.052, -0.092, -0.988, 0.508, 0.506, 0.027, 0.025, -1.047, 0.477, 0.498, 0.010, -0.001, -1.014, 0.500, 0.486, 0.027, 0.013, -1.027, 0.485, 0.480, 0.021, -0.013, -0.985, 0.536, 0.543, 0.026, 0.025, -0.963, 0.572, 0.556, 0.026, 0.034, -1.025, 0.504, 0.525, 0.023, 0.018, -1.017, 0.524, 0.494, 0.016, 0.028],
  "lumo_energy_ev": 0.1706,
  "smiles": "CCCC[C@H](OC(=O)[PH2]=N)PP(=O)(O)O.ClCCl.ClCCl.ClCCl.ClCCl.ClCCl.ClCCl.ClCCl.ClCCl.ClCCl",
  "de_lowest_kcal_mol": 0.0,
  "energy_ev": -281104.35104,
  "homo_energy_ha": -0.3361,
  "orbital_gap_ev": 9.3
}



(3)
{
  "formula": "C3H12CaO19S4",
  "method": "wB97M-V/def2-TZVPD",
  "elements": ["Ca", "S", "O", "O", "O", "O", "S", "O", "O", "O", "O", "S", "O", "O", "O", "O", "S", "O", "O", "O", "O", "C", "O", "H", "H", "H", "H", "C", "O", "H", "H", "H", "H", "C", "O", "H", "H", "H", "H"],
  "xyz": [[-0.181, 0.108, -0.642], [0.365, 1.378, -5.594], [1.307, 0.555, -6.295], [0.991, 2.158, -4.578], [-0.455, 2.230, -6.384], [-0.663, 0.617, -4.911], [-5.759, -0.500, 0.120], [-6.381, -1.802, 0.263], [-5.553, -0.224, -1.301], [-6.454, 0.624, 0.820], [-4.487, -0.460, 0.761], [-3.397, 5.432, -1.785], [-2.404, 6.273, -2.361], [-4.327, 5.084, -2.823], [-2.771, 4.269, -1.170], [-4.035, 6.090, -0.708], [1.700, 4.568, 2.494], [0.427, 4.170, 3.152], [1.604, 5.934, 1.899], [2.835, 4.473, 3.431], [1.907, 3.744, 1.319], [0.190, -5.794, -1.161], [-0.601, -4.669, -1.529], [0.303, -5.942, -0.087], [-0.270, -6.734, -1.465], [1.205, -5.594, -1.504], [-1.453, -4.949, -1.187], [5.386, -2.148, 0.470], [4.341, -1.753, -0.430], [5.009, -2.226, 1.489], [5.795, -3.059, 0.033], [6.189, -1.412, 0.501], [4.869, -1.511, -1.194], [1.038, -1.312, 5.245], [0.547, -1.593, 3.998], [1.151, -2.188, 5.885], [1.970, -0.749, 5.218], [0.249, -0.892, 5.869], [-0.186, -2.197, 4.139]],
  "lowdin_charge": [1.141, -0.047, -0.472, -0.430, -0.416, -0.438, 0.028, -0.506, -0.450, -0.480, -0.460, 0.038, -0.350, -0.390, -0.262, -0.341, 0.080, -0.489, -0.492, -0.534, -0.472, -0.244, -0.111, 0.051, 0.055, 0.070, 0.072, -0.212, -0.133, 0.073, 0.054, 0.063, 0.064, -0.234, -0.112, 0.046, 0.090, 0.073, 0.078],
  "lumo_energy_ev": 9.1549,
  "energy_ev": -103956.72601,
  "homo_energy_ha": 0.2720,
  "total_charge": -6,
  "orbital_gap_ev": 1.8
}



(4)
{
  "formula": "C4HCsMgO4",
  "method": "wB97M-V/def2-TZVPD",
  "elements": ["O", "C", "C", "C", "H", "Cs", "O", "C", "O", "O", "Mg"],
  "xyz": [[-3.081, 0.985, -5.223], [-2.757, 0.753, -6.282], [0.186, 0.520, 0.569], [1.171, -0.177, -0.011], [1.418, -0.483, -1.022], [-3.601, 1.597, -1.440], [2.053, -0.608, 1.018], [1.352, -0.600, 2.125], [1.798, -0.979, 3.211], [0.235, 0.052, 1.953], [1.226, -1.060, 5.103]],
  "mulliken_spin": [0.000, 0.000, 0.002, -0.001, 0.000, 0.000, -0.005, -0.015, -0.001, 0.017, 1.002],
  "multiplicity": 2,
  "lumo_energy_ev": [-3.2468, -3.6724],
  "energy_ev": -18338.19032,
  "s_squared": 0.750,
  "homo_energy_ha": [-0.3810, -0.3839],
  "total_charge": 1,
  "orbital_gap_ev": [7.1, 6.8]
}



(5)
{
  "formula": "C3H2ClNO",
  "method": "wB97M-V/def2-TZVPD",
  "elements": ["C", "C", "C", "N", "O", "Cl", "H", "H"],
  "xyz": [[0.102, -0.099, -0.334], [-1.656, 0.861, -0.214], [1.315, -0.460, 0.373], [0.985, -0.523, -1.093], [-1.896, 1.883, -0.676], [-2.609, -0.393, 0.498], [2.158, 0.226, 0.562], [1.601, -1.494, 0.884]],
  "lowdin_charge": [-0.220, -0.706, -0.176, 0.103, 0.115, 0.699, 0.071, 0.114],
  "lumo_energy_ev": -0.2090,
  "de_lowest_kcal_mol": 84.4,
  "energy_ev": -19198.98127,
  "homo_energy_ha": -0.3591,
  "orbital_gap_ev": 9.6
}